ORCA calculation (the ωB97M-V functional and the def2-TZVPD basis) on a molecular structure, C35H77BrCa2Cl2FIMgN3O8PS3.

Calculated values
orbital gap = 2.37 eV
HOMO energy = -0.3608 hartree

```
! RIJCOSX wB97M-V def2-TZVPD def2/J DEFGRID3
* xyz 2 1
C -1.00783 4.39662 -1.01529
C -0.30821 4.96087 -2.27639
C 1.10500 4.27057 -2.49509
C 1.20936 3.49034 -3.83866
C 1.04999 1.96895 -3.60670
C -0.21469 1.67003 -2.78444
C -0.70364 0.24825 -3.15051
C -1.45761 -0.35638 -1.94918
C -2.63277 -1.29409 -2.31687
C -2.40940 -2.19538 -3.54961
C -1.53567 -3.41712 -3.16232
C -0.00966 -3.16952 -3.22468
C 0.77772 -4.51647 -3.31441
C 1.72510 -4.70418 -2.10261
C 3.15332 -4.13824 -2.35631
C 3.46531 -2.88436 -1.49829
C 4.48584 -3.15842 -0.37016
C 5.21622 -1.88039 0.08009
C 4.23772 -0.79326 0.58855
C 4.11301 -0.92356 2.11253
N 2.81861 -0.30706 2.61603
C 1.92437 -1.36025 2.85924
N 1.76817 -1.92084 4.10920
C 0.66771 -1.34390 4.89931
C 0.45781 0.18521 4.79035
C -0.60350 0.63788 3.73502
I -0.05868 2.45049 2.68160
N 1.28810 -1.81402 1.84218
C 0.37402 -2.95944 1.81125
C -1.10816 -2.62137 1.99621
C -1.68139 -1.63245 0.93952
S -3.23090 -2.30305 0.23885
H -1.79604 3.70735 -1.32115
H -1.49158 5.20559 -0.46744
H -0.33044 3.88422 -0.33992
H -0.24744 6.07972 -2.27123
H -0.92531 4.69444 -3.13737
H 1.33855 3.59451 -1.67487
H 1.88974 5.05862 -2.56873
H 0.45830 3.84397 -4.54633
H 2.22724 3.65033 -4.23203
H 1.91481 1.57339 -3.01667
H 0.90699 1.46053 -4.59261
H -1.03496 2.35104 -3.01354
H 0.02038 1.69867 -1.71592
H 0.14674 -0.41617 -3.37805
H -1.37016 0.30818 -4.01524
H -1.87641 0.48006 -1.38088
H -0.71854 -0.84322 -1.32421
H -2.76987 -1.99536 -1.43788
H -3.55304 -0.70901 -2.37165
H -2.01561 -1.66941 -4.42133
H -3.39062 -2.59956 -3.79649
H -1.77269 -3.75988 -2.14864
H -1.80527 -4.24067 -3.83240
H 0.17594 -2.58845 -4.13741
H 0.30701 -2.62724 -2.32916
H 0.08551 -5.35741 -3.37313
H 1.36447 -4.47777 -4.23581
H 1.26878 -4.27159 -1.20722
H 1.81358 -5.78001 -1.92254
H 3.24271 -3.89570 -3.41717
H 3.87230 -4.92506 -2.11864
H 2.53586 -2.54744 -1.02516
H 3.86563 -2.07281 -2.12142
H 5.25825 -3.81722 -0.78579
H 4.04745 -3.70950 0.46749
H 5.82443 -2.16570 0.94962
H 5.92384 -1.51823 -0.66750
H 3.27619 -0.83604 0.07798
H 4.68090 0.18675 0.38371
H 4.94204 -0.40527 2.59410
H 4.13746 -1.98007 2.40907
H 3.05353 0.10049 3.51428
H 2.64088 -1.95467 4.61685
H -0.29127 -1.83349 4.72392
H 0.92241 -1.55319 5.94102
H 1.38252 0.75657 4.69766
H 0.02160 0.48208 5.74975
H -0.78014 -0.08249 2.94446
H -1.52292 0.87528 4.26460
H 1.44252 -1.31982 0.96545
H 0.46022 -3.38111 0.80316
H 0.72997 -3.74219 2.48388
H -1.36171 -2.22915 2.97749
H -1.66765 -3.58160 1.88071
H -1.96753 -0.70843 1.43511
H -0.96891 -1.43898 0.15980
H -4.23395 -2.01392 1.11472
C 1.20249 6.57621 0.92472
O 0.82087 5.22156 1.09994
H 1.83729 6.56182 0.03905
H 0.32722 7.20919 0.74663
H 1.75889 6.96023 1.77641
H 0.24176 5.14798 1.86621
Br -3.37921 -3.71811 3.13957
Mg -5.49546 -4.45682 4.36978
C 4.10403 -7.16108 0.91993
Cl 4.90405 -5.79091 1.70198
Cl 2.35116 -7.10482 1.14599
H 4.31900 -7.12797 -0.14204
H 4.48508 -8.07885 1.35160
O -7.94091 0.22937 1.19120
P -6.61105 -0.29871 0.66887
O -5.97806 0.80456 -0.16957
O -6.86652 -1.53484 -0.19007
O -5.68134 -0.69041 1.82373
C -6.11448 -1.23703 -7.36858
S -6.20248 -1.50779 -5.59318
O -4.88190 -1.11535 -5.02269
C -6.22799 -3.30294 -5.67770
H -6.04813 -0.16529 -7.54354
H -5.23089 -1.73150 -7.77316
H -7.01683 -1.62718 -7.83878
H -5.33648 -3.65996 -6.19446
H -7.12661 -3.62694 -6.20204
H -6.24268 -3.68763 -4.65978
Ca 1.90037 6.72133 -3.32316
F 0.40668 0.26070 0.86993
C 0.74825 4.81685 6.53512
C -0.47565 5.73917 6.58420
C 0.01500 7.16523 6.30314
S 1.48133 6.99383 5.28238
O 2.62164 7.47565 6.01577
O 1.19266 7.46802 3.94585
C 1.51640 5.20705 5.27735
H 0.46257 3.76550 6.51424
H 1.37033 4.98126 7.41792
H -1.19037 5.43560 5.81617
H -0.98541 5.68387 7.54461
H -0.72377 7.75482 5.76617
H 0.30646 7.68062 7.21618
H 2.54735 4.86009 5.27307
H 1.00127 4.85912 4.38180
Ca 2.67212 0.51504 -4.90847
*
```